A cluster of 2 separate species, C12H23BBrN3O5PS in total at a distorted geometry. Source: OMol25; level of theory: ωB97M-V/def2-TZVPD.

Values from the calculation:
Total charge: +1
E_LUMO: -5.18 eV
E_HOMO: -11.5 eV
DFT total energy: -118361.908 eV
Molecular weight: 443.09 g/mol
Orbital gap: 0.2334 Ha

CARTESIAN COORDINATES (ANGSTROEM)
N (-3.07, 2.23, -2.92)
C (-1.68, 2.68, -2.87)
C (-0.74, 1.48, -2.55)
C (0.08, 1.67, -1.31)
C (0.96, 2.76, -1.16)
C (1.23, 3.75, -2.25)
O (1.02, 3.55, -3.40)
O (1.76, 4.91, -1.82)
B (3.08, 5.16, -2.33)
N (4.11, 4.16, -2.40)
O (3.35, 6.43, -2.74)
C (1.63, 2.95, 0.04)
C (1.46, 2.05, 1.07)
N (0.66, 0.99, 0.90)
Br (0.56, -0.17, 2.36)
C (-0.02, 0.76, -0.25)
P (-1.07, -0.78, -0.44)
S (-0.46, -1.88, -1.91)
H (-3.44, 2.42, -3.84)
H (-3.63, 2.81, -2.31)
H (-1.52, 3.48, -2.15)
H (-1.36, 3.07, -3.83)
H (-1.40, 0.64, -2.44)
H (-0.07, 1.27, -3.38)
H (4.23, 3.80, -3.34)
H (3.98, 3.37, -1.78)
H (2.60, 6.78, -3.24)
H (2.27, 3.80, 0.18)
H (1.96, 2.20, 2.01)
H (-0.99, -1.50, 0.76)
H (-2.39, -0.31, -0.52)
C (0.29, -5.83, 4.13)
O (-1.09, -5.85, 3.81)
C (-1.75, -4.62, 4.08)
C (-1.96, -3.82, 2.81)
O (-0.73, -3.37, 2.25)
C (-0.31, -4.16, 1.14)
H (0.74, -6.73, 3.70)
H (0.80, -4.95, 3.72)
H (0.43, -5.86, 5.22)
H (-1.19, -4.03, 4.81)
H (-2.72, -4.87, 4.51)
H (-2.55, -2.93, 3.06)
H (-2.53, -4.41, 2.08)
H (-0.93, -3.96, 0.26)
H (-0.35, -5.23, 1.37)
H (0.72, -3.89, 0.91)

Atomic partial charges in e from the Löwdin method, atoms 1 to 6: 0.014, -0.234, -0.154, -0.114, -0.009, -0.438

A cluster of 3 separate species, C2H9NO in total at a distorted geometry. Source: OMol25; level of theory: ωB97M-V/def2-TZVPD.

Values from the calculation:
Total charge: 0
E_LUMO: 0.98 eV
E_HOMO: -10.1 eV
DFT total energy: -5754.748 eV
Molecular weight: 63.10 g/mol
Orbital gap: 0.4081 Ha

CARTESIAN COORDINATES (ANGSTROEM)
N (-1.94, -0.06, 2.40)
H (-1.62, 0.84, 2.29)
H (3.83, 2.96, -2.43)
H (-1.62, -0.52, 3.18)
H (-1.47, -0.49, 1.59)
C (-0.14, -1.45, -0.46)
O (-1.39, -0.85, -0.91)
C (-0.24, -0.08, -0.91)
H (0.31, -2.10, -1.19)
H (-0.13, -1.64, 0.64)
H (0.18, 0.21, -1.89)
H (-0.10, 0.70, -0.13)
H (4.33, 2.48, -2.18)

Atomic partial charges in e from the Löwdin method, atoms 1 to 6: 0.065, -0.021, 0.000, -0.023, -0.016, -0.132

A cluster of 2 separate species, C5H6BrF in total at a distorted geometry. Source: OMol25; level of theory: ωB97M-V/def2-TZVPD.

Values from the calculation:
Total charge: 0
E_LUMO: 0.35 eV
E_HOMO: -9.3 eV
DFT total energy: -78037.752 eV
Molecular weight: 165.01 g/mol
Orbital gap: 0.3534 Ha

CARTESIAN COORDINATES (ANGSTROEM)
C (-1.33, 2.71, 0.02)
C (0.24, -1.19, 0.11)
C (-1.29, 1.50, 0.48)
C (0.42, 0.07, -0.19)
C (1.23, -2.28, -0.18)
F (-2.09, 0.82, 1.28)
Br (1.78, 1.04, -0.97)
H (-2.12, 3.41, 0.27)
H (-0.56, 3.07, -0.64)
H (-0.68, -1.48, 0.58)
H (2.25, -1.90, -0.17)
H (1.03, -2.72, -1.16)
H (1.13, -3.07, 0.57)

Atomic partial charges in e from the Löwdin method, atoms 1 to 6: -0.004, -0.275, -0.203, -0.602, -0.109, 0.052

A structure of composition C16H33As3N4O4SSc. Source: OMol25; level of theory: ωB97M-V/def2-TZVPD.

Values from the calculation:
Total charge: +1
E_LUMO: -2.99 eV
E_HOMO: -10.8 eV
DFT total energy: -245326.942 eV
Molecular weight: 647.25 g/mol
Orbital gap: 0.2887 Ha

CARTESIAN COORDINATES (ANGSTROEM)
Sc (0.06, 0.10, -0.08)
C (-3.80, 1.22, -0.51)
As (-2.56, -0.14, -1.12)
C (-2.58, 0.21, -3.02)
C (-3.63, -1.78, -1.10)
C (-3.80, -2.54, 0.22)
C (-4.22, -1.57, 1.34)
C (-2.53, -3.29, 0.64)
As (-0.94, -2.32, 1.22)
C (0.19, -3.87, 1.53)
C (-1.32, -1.86, 3.08)
C (-4.94, -3.57, 0.06)
As (-5.11, -4.94, -1.36)
C (-5.59, -3.83, -2.90)
C (-3.28, -5.36, -1.94)
H (-4.79, 1.00, -0.92)
H (-3.45, 2.18, -0.88)
H (-3.84, 1.26, 0.58)
H (-3.61, 0.19, -3.39)
H (-1.99, -0.52, -3.56)
H (-2.15, 1.20, -3.18)
H (-3.17, -2.43, -1.85)
H (-4.61, -1.49, -1.48)
H (-3.45, -0.82, 1.53)
H (-4.40, -2.11, 2.27)
H (-5.13, -1.05, 1.06)
H (-2.18, -3.92, -0.18)
H (-2.77, -3.95, 1.47)
H (-0.35, -4.58, 2.15)
H (1.09, -3.54, 2.05)
H (0.48, -4.34, 0.59)
H (-1.90, -2.65, 3.54)
H (-1.84, -0.91, 3.16)
H (-0.36, -1.76, 3.59)
H (-5.89, -3.02, -0.03)
H (-5.02, -4.13, 0.99)
H (-6.45, -3.21, -2.66)
H (-5.89, -4.50, -3.71)
H (-4.78, -3.20, -3.26)
H (-2.73, -5.89, -1.16)
H (-2.71, -4.49, -2.27)
H (-3.39, -6.04, -2.79)
C (5.15, 2.85, 0.14)
C (4.79, 1.42, 0.07)
N (5.62, 0.42, 0.00)
N (4.82, -0.69, -0.04)
C (3.53, -0.40, 0.00)
S (2.18, -1.43, 0.04)
N (3.50, 0.95, 0.08)
N (2.30, 1.64, 0.14)
H (6.23, 2.94, 0.16)
H (4.74, 3.31, 1.04)
H (4.76, 3.39, -0.72)
H (5.24, -1.60, -0.08)
H (2.20, 2.27, -0.66)
H (2.24, 2.18, 1.01)
O (0.22, 3.60, 1.44)
C (-0.24, 2.67, 0.84)
O (-0.34, 1.41, 1.29)
C (-0.66, 2.71, -0.66)
O (-1.41, 3.52, -1.12)
O (-0.13, 1.67, -1.31)

Atomic partial charges in e from the Löwdin method, atoms 1 to 6: 0.612, -0.246, 1.132, -0.263, -0.340, -0.672

A cluster of 3 separate species, CH4F3N4O in total at a distorted geometry. Source: OMol25; level of theory: ωB97M-V/def2-TZVPD.

Values from the calculation:
Total charge: +1
E_LUMO (spin up / spin down): -6.44 / -6.44 eV
E_HOMO (spin up / spin down): -14.8 / -14.8 eV
DFT total energy: -17245.456 eV
Molecular weight: 145.06 g/mol
Orbital gap (spin up / spin down): 0.3060 / 0.3060 Ha

CARTESIAN COORDINATES (ANGSTROEM)
C (-2.00, 0.30, -0.14)
N (0.60, 0.09, 1.09)
N (-2.27, -0.86, -0.74)
N (-2.41, 1.16, 0.59)
N (1.84, 0.07, 1.22)
O (0.05, 0.01, -0.04)
F (-3.62, -1.20, -0.95)
F (-1.75, 2.07, 1.28)
F (3.04, 0.03, -1.28)
H (-1.82, -1.08, -1.74)
H (3.53, -0.51, -1.88)
H (2.50, -0.14, 0.41)
H (2.31, 0.07, 2.18)

Atomic partial charges in e from the Löwdin method, atoms 1 to 6: -0.044, -0.082, 0.083, 0.174, 0.151, -0.039

A cluster of 2 separate species, C11H18O7 in total at a distorted geometry. Source: OMol25; level of theory: ωB97M-V/def2-TZVPD.

Values from the calculation:
Total charge: 0
E_LUMO: 0.00 eV
E_HOMO: -9.3 eV
DFT total energy: -26022.849 eV
Molecular weight: 262.26 g/mol
Orbital gap: 0.3417 Ha

CARTESIAN COORDINATES (ANGSTROEM)
C (6.32, -3.22, -0.34)
C (5.48, -2.20, -0.25)
O (4.69, -1.02, -0.57)
C (3.51, -1.09, 0.26)
O (3.62, -0.81, 1.52)
O (2.20, -1.40, -0.21)
C (2.18, -2.58, -1.07)
C (1.87, -3.87, -0.11)
O (2.22, -5.03, -0.55)
H (7.18, -3.98, -0.55)
H (3.11, -2.73, -1.72)
H (1.26, -2.50, -1.79)
H (1.33, -3.72, 0.90)
C (-2.22, -0.11, 2.93)
O (-1.86, 0.82, 1.93)
C (-0.55, 0.58, 1.42)
C (-0.36, 1.29, 0.08)
O (-0.94, 0.58, -1.02)
C (-2.37, 0.62, -1.11)
C (-2.89, 1.97, -1.60)
O (-2.93, 2.91, -0.52)
C (-2.99, 4.24, -0.98)
H (-1.52, -0.07, 3.77)
H (-3.22, 0.14, 3.29)
H (-2.25, -1.13, 2.52)
H (-0.39, -0.50, 1.29)
H (0.17, 0.97, 2.15)
H (0.71, 1.33, -0.13)
H (-0.72, 2.32, 0.11)
H (-2.83, 0.32, -0.17)
H (-2.63, -0.13, -1.85)
H (-3.91, 1.85, -1.97)
H (-2.24, 2.34, -2.40)
H (-2.10, 4.49, -1.56)
H (-3.04, 4.90, -0.11)
H (-3.89, 4.40, -1.59)

Atomic partial charges in e from the Löwdin method, atoms 1 to 6: 0.121, -0.109, 0.023, -0.365, 0.087, -0.042

> What is the total charge in the fourth record?

+1

What did the second record say?
A cluster of 3 separate species, C2H9NO in total at a distorted geometry. Source: OMol25; level of theory: ωB97M-V/def2-TZVPD.

Values from the calculation:
Total charge: 0
E_LUMO: 0.98 eV
E_HOMO: -10.1 eV
DFT total energy: -5754.748 eV
Molecular weight: 63.10 g/mol
Orbital gap: 0.4081 Ha

CARTESIAN COORDINATES (ANGSTROEM)
N (-1.94, -0.06, 2.40)
H (-1.62, 0.84, 2.29)
H (3.83, 2.96, -2.43)
H (-1.62, -0.52, 3.18)
H (-1.47, -0.49, 1.59)
C (-0.14, -1.45, -0.46)
O (-1.39, -0.85, -0.91)
C (-0.24, -0.08, -0.91)
H (0.31, -2.10, -1.19)
H (-0.13, -1.64, 0.64)
H (0.18, 0.21, -1.89)
H (-0.10, 0.70, -0.13)
H (4.33, 2.48, -2.18)

Atomic partial charges in e from the Löwdin method, atoms 1 to 6: 0.065, -0.021, 0.000, -0.023, -0.016, -0.132